A molecular structure, C4H6FKO4 at a distorted geometry. Source: the Open Molecules 2025 dataset; level of theory: ωB97M-V/def2-TZVPD.

Output
HOMO   -7.98 eV
Gap between HOMO and LUMO   0.2874 Eh
Energy above the lowest of the compared OMol25 structures with the same formula, charge and spin   0.0 kJ/mol
Calculated total energy   -31477.623 eV
M   176.184 Da

ORCA input file:
```
! wB97M-V def2-TZVPD RIJCOSX def2/J DEFGRID3
* xyz 0 1
F 1.4943 -3.8144 -3.0807
C 1.0996 0.5227 -0.0134
K 1.0092 -1.8363 -2.0731
O 0.8186 -0.6647 0.5368
C -0.0292 2.5728 -0.0826
H -0.0932 -1.5836 2.1223
C -0.3481 -0.8861 1.3118
H -0.7813 2.1128 -0.7336
H -0.5016 3.2115 0.6665
O 0.6544 1.5487 0.6626
H -0.7299 0.0378 1.7670
O -1.2567 -1.6738 -0.7498
H 0.6945 3.1406 -0.6781
H -2.3657 -1.7388 0.9448
O 1.7425 0.5581 -1.0404
C -1.4075 -1.5074 0.4400
*
```


A molecular structure, C27H17BBrCl2F4N2O6Os. Source: the Open Molecules 2025 dataset; level of theory: ωB97M-V/def2-TZVPD.

Output
HOMO (alpha / beta)   -9.44 / -11.33 eV
Gap between HOMO and LUMO (alpha / beta)   0.1772 / 0.1592 Eh
Calculated total energy   -152640.188 eV
M   893.285 Da

ORCA input file:
```
! wB97M-V def2-TZVPD RIJCOSX def2/J DEFGRID3
* xyz 1 5
H -1.6902 -0.7421 -4.3668
H 2.4237 -2.7969 2.8282
O 6.9068 -2.4382 -0.7595
C -2.9260 -0.7747 4.2298
Cl -0.9347 6.4214 -3.7761
C 6.1507 -3.0178 0.2011
C 1.1112 2.3874 -1.4933
C 4.2016 -1.4272 -0.2752
C 2.2776 -1.3841 1.1828
C 0.0127 4.2853 -2.4679
H 0.7664 -2.1865 3.1690
C -2.4566 -2.6942 -1.6976
C 0.3409 -1.3857 2.5904
C -2.6994 -2.6362 -4.4579
C -2.2855 4.9829 -1.9684
O 1.2400 1.3869 -0.8030
C -1.7083 -1.3527 4.0059
O 6.5647 -3.9733 0.7881
H -4.3318 0.7508 3.5621
C -1.9592 -1.6200 -2.4272
H -3.5464 -1.1204 5.0457
F 0.0478 3.1128 3.9531
C -0.0665 3.2488 -1.5905
H -1.3381 -2.1566 4.6268
H 4.6665 -1.0362 -1.1735
C 2.9565 -0.9234 0.0626
B 1.2181 3.2681 3.3508
Br -2.8566 -2.6065 -6.3382
H 4.5903 -3.6590 2.1961
C 2.8873 -2.3852 1.9470
H 6.4812 -1.6451 -1.1054
H 0.9211 4.4516 -3.0339
O -1.0307 -0.6868 -0.4597
N 0.9962 -0.8580 1.5244
O -1.4585 2.0930 -0.0305
H 2.5212 -0.1705 -0.5652
C -2.5773 0.6947 2.3783
H -2.3465 -2.7121 -0.6227
C -3.2080 -3.7113 -3.7444
Cl -3.8270 3.6984 -0.2126
Os -0.1235 0.6097 0.6511
C -2.0802 -1.5841 -3.8134
C -1.2875 3.0202 -0.8437
C -3.0858 -3.7344 -2.3615
H -3.4819 -4.5731 -1.8054
C -1.3033 -0.4719 -1.7621
N -1.3696 0.1298 2.1498
C -2.3966 3.9482 -1.0782
H -2.8651 1.4963 1.7148
C 4.1274 -2.8842 1.6000
F 1.4034 4.3166 2.5592
F 0.6693 1.9880 1.6741
H -3.6943 -4.5230 -4.2675
F 2.2472 2.5248 3.7069
H -3.1124 5.6601 -2.1297
C -3.3769 0.2748 3.4001
C 4.8101 -2.4102 0.4885
H 1.9656 2.6772 -2.1147
O -1.0791 0.5849 -2.3140
C -0.9113 -0.8898 2.9413
C -1.0905 5.1587 -2.6682
*
```


2 unconnected molecules or ions with the total composition C4H10IOPS at a distorted geometry. Source: the Open Molecules 2025 dataset; level of theory: ωB97M-V/def2-TZVPD.

Output
HOMO (alpha / beta)   -9.15 / -7.97 eV
Gap between HOMO and LUMO (alpha / beta)   0.2999 / 0.2314 Eh
Energy above the lowest of the compared OMol25 structures with the same formula, charge and spin   184.6 kJ/mol
Calculated total energy   -34578.989 eV
M   264.068 Da

ORCA input file:
```
! wB97M-V def2-TZVPD RIJCOSX def2/J DEFGRID3
* xyz 0 1
C -0.6277 0.3723 -0.4964
I 3.0161 0.0031 -0.7320
H 0.0584 2.1034 1.0739
H -0.8321 1.5430 2.8218
C -0.6812 1.5674 1.6685
C -0.5267 -0.8917 -1.2701
H -1.4383 -1.3931 -1.1334
C -0.4933 0.2046 1.0336
P -0.1231 -0.9175 -3.0241
H -1.6235 1.9436 1.3163
H -1.3008 -0.5610 1.3984
H 0.5613 -0.0806 1.3004
H 0.0524 -1.6770 -0.7255
S 3.2869 -2.0528 0.5271
H 0.0050 0.4271 -3.1158
H 0.2003 1.0294 -0.7512
O 1.9664 -2.5424 0.7588
H -1.5001 0.9222 -0.6502
*
```


14 unconnected molecules or ions with the total composition C26H84N24O14 at a distorted geometry. Source: the Open Molecules 2025 dataset; level of theory: ωB97M-V/def2-TZVPD.

Output
HOMO   -8.06 eV
Gap between HOMO and LUMO   0.2755 Eh
Energy above the lowest of the compared OMol25 structures with the same formula, charge and spin   461.1 kJ/mol
Calculated total energy   -92755.536 eV
M   957.112 Da

ORCA input file:
```
! wB97M-V def2-TZVPD RIJCOSX def2/J DEFGRID3
* xyz 0 1
H 17.3619 6.0864 27.2870
O 16.9630 6.8317 25.4121
H 29.9604 6.7614 28.4779
H 21.1688 1.7029 29.3490
H 21.3479 2.6286 31.9940
H 29.1897 3.9749 29.0079
H 31.0898 3.4916 24.9903
H 18.2730 3.6298 27.5223
N 23.5730 3.9531 22.0942
C 29.3031 3.0891 25.6878
H 21.8055 6.0175 29.9874
H 23.5290 3.5316 23.0110
H 25.9904 11.0450 28.9389
H 23.6534 6.0022 28.2121
N 22.3004 2.9644 31.9895
N 24.1015 3.4569 30.7800
H 29.3585 8.2221 31.3791
H 19.4277 1.6785 29.5958
H 26.9108 8.2748 23.0593
O 28.4497 2.2244 25.9299
N 25.5527 7.6689 27.6632
C 26.5853 5.5900 28.2419
O 27.4543 8.6034 25.3573
C 28.6455 8.3846 25.2630
H 30.2898 4.8213 31.7565
C 24.1849 5.7026 27.3088
H 29.0771 8.0167 29.2986
C 23.2192 1.6072 25.4010
N 23.0593 8.6656 30.0434
H 30.1688 4.8306 26.1567
H 30.4411 1.8643 24.5244
C 27.1788 10.3754 30.3238
C 21.7134 8.2435 29.9874
H 18.5984 7.0482 26.8696
H 24.6659 0.7078 29.8723
H 21.0581 8.9393 30.5113
H 21.3799 9.3846 28.1589
H 28.0685 12.0475 31.1296
H 22.0554 2.3838 26.8350
H 24.6833 6.7752 24.4838
H 24.1885 4.6219 27.1670
H 18.4144 5.7235 30.6892
H 21.9920 7.7357 27.7919
H 26.0591 -0.3863 29.7170
H 21.9749 6.7165 31.5332
O 25.2828 2.0402 27.8793
N 24.5028 1.3720 25.2489
N 22.0547 2.6636 21.3469
H 17.0295 7.8354 27.2634
H 23.7187 1.9090 27.2349
N 22.9108 1.8878 26.6292
O 23.6563 13.1548 27.9776
H 20.3255 8.0033 28.1933
H 25.1539 1.3898 26.0207
C 23.3890 12.0100 28.1556
C 17.5170 7.0147 26.7371
C 21.3381 8.3297 28.4303
H 19.5117 5.8298 29.2983
N 24.0296 11.0093 27.5682
C 17.7808 6.1867 24.4640
C 25.6103 6.2778 27.3098
H 28.4816 4.3777 26.6906
H 30.4707 9.1432 25.4706
H 27.4265 -0.0351 28.5775
H 24.7387 11.1399 26.8608
H 17.1613 5.8498 23.6329
H 21.8007 5.3020 26.1824
H 18.8283 4.1596 23.0108
H 20.1282 5.1799 23.3584
H 20.0832 3.6570 24.2043
O 22.4019 1.5585 24.4604
H 19.8728 4.6723 30.6303
H 24.8581 1.1786 24.3234
H 27.5319 1.1226 27.2078
C 30.0681 3.4300 29.3536
O 20.0722 6.7887 30.8798
H 24.0185 4.8581 22.0427
N 26.3950 7.9362 22.2596
H 26.5842 8.1656 21.2944
O 24.7823 6.3372 22.0206
H 19.3983 5.3390 25.7128
O 30.9961 4.3702 29.8408
N 29.3063 7.2628 25.3103
H 30.3151 7.2844 32.0495
H 21.4422 2.3452 20.6096
H 17.3718 3.4204 24.7410
H 22.4847 10.5977 29.2305
O 20.7361 3.4763 27.6279
C 29.8910 7.3022 29.4218
C 19.4562 4.4729 23.8449
H 24.6119 3.3981 29.9105
C 29.5493 6.3738 30.6291
C 25.4614 7.0852 22.6681
N 20.2341 1.9341 29.0440
C 25.9278 1.1229 28.3914
N 26.4154 10.1794 29.2393
C 21.4492 6.8542 30.5884
H 18.3964 3.1314 25.8149
H 23.3991 8.7604 30.9898
H 26.3397 4.5550 28.4798
C 23.0559 2.6798 30.9104
H 26.0589 9.2492 29.0723
C 22.6264 5.5427 25.5128
C 18.6763 5.0354 24.9548
H 21.9091 12.2683 29.4347
H 23.0559 4.5902 25.2023
H 23.7555 10.0533 27.7441
H 26.1759 7.7500 24.3484
N 18.6312 3.0021 28.2278
H 26.0136 6.1052 26.3120
H 28.7978 6.4410 25.6041
N 25.4280 7.2003 23.9502
N 27.5144 11.7000 30.3600
N 25.4665 0.3537 29.3686
H 29.8094 2.6883 30.1092
H 30.5836 3.0644 28.4655
H 30.3127 7.3476 25.3191
N 29.3672 4.2207 26.2310
N 30.3862 2.7672 24.9738
H 26.5305 5.9790 29.2586
H 27.6406 5.6611 27.9783
H 28.6481 5.7663 30.5463
N 29.5005 9.3610 25.2937
H 30.8641 7.7928 29.4428
N 27.0253 0.6227 27.9245
N 22.4911 11.5770 28.9835
H 31.5366 5.8594 31.1197
C 22.7762 3.7102 21.0584
H 27.1722 12.3373 29.6552
H 18.4182 6.9219 23.9726
O 22.7182 4.3857 20.0437
O 22.7946 1.7067 30.1875
C 30.6213 5.3314 30.8521
N 17.8539 3.9141 25.4785
H 22.2014 6.0531 24.6486
H 23.6008 7.8794 29.7136
O 27.5414 9.5710 31.1611
H 29.1407 10.3018 25.2180
H 24.7642 7.9216 27.0849
H 22.5514 3.8830 32.3260
H 18.1408 2.3724 28.8466
N 29.3585 7.2734 31.7256
C 19.9203 2.8416 28.2271
H 24.1886 4.1938 31.4653
H 26.3494 8.1711 27.2983
H 22.2180 2.1396 22.1948
O 23.6008 6.3980 26.1478
C 19.4538 5.6446 30.3709
*
```


A molecular structure, C2H3CuFO at a distorted geometry. Source: the Open Molecules 2025 dataset; level of theory: ωB97M-V/def2-TZVPD.

Output
HOMO   -14.67 eV
Gap between HOMO and LUMO   0.3224 Eh
Energy above the lowest of the compared OMol25 structures with the same formula, charge and spin   55.1 kJ/mol
Calculated total energy   -51517.142 eV
M   125.589 Da

ORCA input file:
```
! wB97M-V def2-TZVPD RIJCOSX def2/J DEFGRID3
* xyz 1 1
H 1.4846 0.0496 1.0926
Cu -0.6759 -0.6906 -2.2325
H -0.5039 1.6957 1.0795
C -0.3953 0.8160 0.4523
F -1.1907 0.8362 -0.6741
C 0.7215 0.0747 0.3149
H 0.0937 -1.7119 0.3386
O 0.4659 -1.0697 -0.3712
*
```


C23H23N3O in the gas phase at a distorted geometry. Source: the Open Molecules 2025 dataset; level of theory: ωB97M-V/def2-TZVPD.

Output
HOMO   -7.64 eV
Gap between HOMO and LUMO   0.3120 Eh
Energy above the lowest of the compared OMol25 structures with the same formula, charge and spin   97.6 kJ/mol
Calculated total energy   -30742.272 eV
M   357.457 Da
SMILES   Nc1ccnc(N2CCC3(CC2)O[C@@H](c2ccccc2)c2ccccc23)c1

ORCA input file:
```
! wB97M-V def2-TZVPD RIJCOSX def2/J DEFGRID3
* xyz 0 1
C -0.6059 -0.4991 -1.2940
C -0.6153 1.2844 3.0272
C 1.5341 1.3496 -5.4536
C 2.5199 -1.5225 5.9444
H -0.7862 5.0890 2.3403
H -1.2964 1.6582 4.9751
H -0.0031 3.5442 0.5346
H -1.3392 -0.4396 -2.1534
H -1.9252 0.4608 0.1614
H 1.6980 1.7503 -0.1978
H 2.8233 -0.1849 -1.1586
C -0.9446 0.5966 -0.2964
C 0.6441 -0.6279 4.0609
C 1.0635 0.2201 -3.0366
H 3.2437 -1.9244 6.6675
H -0.0430 0.4514 -7.3041
C 1.3494 -2.2151 5.7407
N 1.9515 1.2088 -3.0976
H 2.2339 0.7991 1.1766
C -1.1941 3.5019 3.7269
H 1.7755 -1.2671 -0.2668
N 0.7608 -0.2486 -1.7539
C 0.5912 0.3570 -5.3624
H -0.6751 -1.4866 -0.8322
N -0.2144 -0.0181 -6.4290
C 1.8029 -0.2890 -0.7231
C -1.0968 2.1212 4.0163
C 2.7728 -0.3188 5.2669
H -1.5850 4.1873 4.4782
H 1.7147 1.8132 -6.4072
C 0.3588 -0.2469 -4.1453
H -0.4237 -0.9836 -4.0964
C -0.7791 4.0079 2.4861
C 0.1036 0.6715 0.8436
C 0.4051 -1.7729 4.8196
H 3.6399 0.2091 5.4498
H 2.9815 2.5588 -4.3847
O 0.0375 -0.5067 1.6667
H 2.0361 0.9855 3.6903
C -0.3089 3.1516 1.4919
H -1.0654 -0.5430 -6.2582
C 1.8508 0.0711 4.2853
C 2.2133 1.7677 -4.2999
H 1.1231 -3.1117 6.3086
C 1.5545 0.8174 0.3040
C -0.2746 1.7497 1.7961
H -0.4973 -2.3082 4.7527
H -1.3510 -0.7363 3.1992
C -0.3810 -0.2128 3.0255
H -0.9189 1.5394 -0.8266
*
```